1.
ORCA calculation (ωB97M-V/def2-TZVPD) on C5H7I2NO2P as an isolated structure in a non-equilibrium geometry.

Computed properties:
2S+1 ... 1
F_max ... 2.0 eV/A
Total charge ... +1
LUMO ... -5.21 eV
Total energy ... -1336.27609 Eh
Kohn-Sham gap ... 7.5 eV

Geometry as XYZ:
```
18
Properties=species:S:1:pos:R:3:mulliken_charge:R:1
C 2.777 -1.612 0.864 0.963
C 2.086 -0.730 0.443 -1.133
P 1.093 0.486 -0.200 0.427
O 0.643 1.464 0.928 -0.340
N 0.370 2.979 0.564 0.436
O 1.264 3.461 0.093 -0.124
C -0.244 -0.312 -1.121 -0.920
I -0.237 0.369 -3.151 0.287
C -1.619 -0.261 -0.460 -0.544
C -1.606 -0.832 0.960 -1.070
I -2.568 1.667 -0.557 0.192
H 3.211 -2.554 1.104 0.438
H 1.887 1.168 -1.118 0.158
H 0.029 -1.358 -1.196 0.585
H -2.260 -0.889 -1.058 0.649
H -0.631 -0.785 1.430 0.299
H -1.844 -1.888 0.887 0.343
H -2.352 -0.373 1.587 0.353
```

---

2.
ORCA calculation (ωB97M-V/def2-TZVPD) on an isolated molecule of C5H7IN2O2S in a non-equilibrium geometry.

Computed properties:
2S+1 ... 3
F_max ... 2.0 eV/A
LUMO (spin up / spin down) ... -0.26 / -2.65 eV
Total energy ... -1150.37702 Eh
Kohn-Sham gap (spin up / spin down) ... 8.4 / 6.8 eV
Energy relative to the best compared isomer or geometry (same formula, charge and spin) ... 271.5 kJ/mol

Geometry as XYZ:
```
18
Properties=species:S:1:pos:R:3:mulliken_charge:R:1
C 0.015 2.179 2.377 -0.888
C -0.197 2.032 1.187 0.824
C -0.241 -0.543 -0.079 -0.550
C -0.798 0.739 -0.710 -0.655
C 1.215 -0.858 -0.438 -0.673
N -0.421 1.964 -0.074 -0.558
N 2.102 0.078 0.208 -0.398
O 3.007 2.481 -0.132 -0.527
O 2.291 1.188 -2.121 -0.497
S 2.121 1.530 -0.732 0.926
I 4.057 -0.450 0.249 0.188
H 0.220 2.323 3.395 0.431
H -0.315 -0.464 1.009 0.321
H -0.842 -1.394 -0.406 0.393
H -0.513 0.824 -1.764 0.364
H -1.896 0.692 -0.672 0.388
H 1.449 -1.865 -0.076 0.423
H 1.344 -0.837 -1.527 0.489
```

---

3.
ORCA calculation (ωB97M-V/def2-TZVPD) on C5H7N as an isolated structure in a non-equilibrium geometry.

Computed properties:
2S+1 ... 1
F_max ... 1.3 eV/A
LUMO ... 1.20 eV
Total energy ... -249.32410 Eh
Kohn-Sham gap ... 10.2 eV
Energy relative to the best compared isomer or geometry (same formula, charge and spin) ... 391.6 kJ/mol

Geometry as XYZ:
```
13
Properties=species:S:1:pos:R:3:mulliken_charge:R:1
C -1.571 0.049 0.096 -0.699
C -0.346 -0.795 0.430 -0.160
C 0.457 -0.268 -0.789 -0.462
C 1.604 0.085 0.130 -0.409
N 0.412 0.399 1.018 -0.576
C -0.356 0.904 -0.226 -0.110
H -2.194 -0.274 -0.747 0.259
H -2.171 0.385 0.944 0.309
H -0.324 -1.784 0.917 0.443
H 0.339 -0.889 -1.659 0.434
H 2.217 0.970 -0.081 0.271
H 2.234 -0.743 0.468 0.239
H -0.301 1.960 -0.501 0.461
```

---

4.
ORCA calculation (ωB97M-V/def2-TZVPD) on an isolated molecule of C5H7N in a non-equilibrium geometry.

Computed properties:
2S+1 ... 1
F_max ... 2.1 eV/A
LUMO ... 1.13 eV
Total energy ... -249.33422 Eh
Kohn-Sham gap ... 10.7 eV
Energy relative to the best compared isomer or geometry (same formula, charge and spin) ... 365.0 kJ/mol

Geometry as XYZ:
```
13
Properties=species:S:1:pos:R:3:mulliken_charge:R:1
C -2.277 -0.595 0.019 0.100
C -1.377 0.207 -0.030 -0.581
C -0.211 1.199 -0.013 -0.410
N 1.084 0.574 -0.123 -0.326
C 1.291 -0.538 0.737 -0.298
C 1.079 -0.749 -0.689 -0.359
H -2.926 -1.376 0.296 0.424
H -0.165 2.011 -0.797 0.279
H -0.216 1.614 1.024 0.290
H 2.225 -0.623 1.201 0.260
H 0.476 -0.867 1.401 0.217
H 1.926 -0.891 -1.372 0.219
H 0.058 -1.028 -1.038 0.184
```

---

5.
ORCA calculation (ωB97M-V/def2-TZVPD) on C5H7N as an isolated structure.

Computed properties:
2S+1 ... 1
F_max ... 0.4 eV/A
LUMO ... 0.94 eV
Total energy ... -249.26324 Eh
Kohn-Sham gap ... 9.8 eV
Energy relative to the best compared isomer or geometry (same formula, charge and spin) ... 551.4 kJ/mol

Geometry as XYZ:
```
13
Properties=species:S:1:pos:R:3:mulliken_charge:R:1
C -0.982 -1.100 -1.071 -0.674
C 0.148 -1.508 -0.646 0.119
C 1.086 -1.186 0.297 -0.186
N 0.401 0.452 1.054 -0.354
C -0.796 0.852 0.669 -0.183
C 0.328 1.548 0.055 -0.429
H -1.728 -1.395 -1.795 0.329
H 1.131 -1.785 1.203 0.248
H 2.045 -0.783 -0.024 0.254
H -1.701 1.008 1.247 0.382
H -1.248 -0.082 -0.422 0.002
H 0.690 2.521 0.391 0.246
H 0.559 1.294 -0.984 0.247
```

---

6.
ORCA calculation (ωB97M-V/def2-TZVPD) on C5H7N as an isolated structure in a non-equilibrium geometry.

Computed properties:
2S+1 ... 1
F_max ... 1.7 eV/A
LUMO (spin up / spin down) ... 0.41 / -0.07 eV
Total energy ... -249.25462 Eh
Kohn-Sham gap (spin up / spin down) ... 8.7 / 7.4 eV
Energy relative to the best compared isomer or geometry (same formula, charge and spin) ... 574.0 kJ/mol

Geometry as XYZ:
```
13
Properties=species:S:1:pos:R:3:mulliken_charge:R:1
C 2.633 0.897 0.452 -0.262
C 0.532 -1.364 0.376 -0.548
C 0.067 -0.404 -0.709 0.257
C 1.485 -0.517 -0.351 0.225
C -0.761 0.816 -0.377 -1.346
N 2.751 -0.013 -0.444 -0.452
H 1.746 1.093 1.068 0.284
H 0.291 -1.142 1.408 0.237
H 0.549 -2.427 0.167 0.252
H -0.205 -0.845 -1.664 0.377
H -0.551 1.613 -1.089 0.309
H -0.541 1.180 0.625 0.300
H -1.820 0.577 -0.432 0.366
```

---

7.
ORCA calculation (ωB97M-V/def2-TZVPD) on an isolated molecule of C5H7N.

Computed properties:
2S+1 ... 1
F_max ... 0.5 eV/A
LUMO ... 1.14 eV
Total energy ... -249.34972 Eh
Kohn-Sham gap ... 10.3 eV
Energy relative to the best compared isomer or geometry (same formula, charge and spin) ... 324.3 kJ/mol

Geometry as XYZ:
```
13
Properties=species:S:1:pos:R:3:mulliken_charge:R:1
C 2.422 -0.514 -0.732 0.191
C 1.561 0.223 -0.324 -0.389
C 0.528 1.106 0.235 -0.686
N -0.676 0.446 0.767 -0.289
C -0.882 -0.975 0.551 -0.404
C -1.693 0.024 -0.178 -0.316
H 3.194 -1.159 -1.088 0.394
H 0.975 1.680 1.056 0.261
H 0.217 1.832 -0.528 0.334
H -1.302 -1.523 1.390 0.223
H -0.138 -1.525 -0.026 0.188
H -2.718 0.237 0.118 0.234
H -1.487 0.149 -1.241 0.258
```

---

8.
ORCA calculation (ωB97M-V/def2-TZVPD) on an isolated molecule of C5H7N in a non-equilibrium geometry.

Computed properties:
2S+1 ... 1
F_max ... 3.9 eV/A
LUMO ... 0.93 eV
Total energy ... -249.41166 Eh
Kohn-Sham gap ... 9.0 eV
Energy relative to the best compared isomer or geometry (same formula, charge and spin) ... 161.7 kJ/mol

Geometry as XYZ:
```
13
Properties=species:S:1:pos:R:3:mulliken_charge:R:1
C -1.902 0.052 0.025 -0.900
C -0.397 0.130 -0.076 0.434
C 0.517 1.180 -0.116 -0.605
C 1.833 0.612 -0.043 -0.238
C 1.634 -0.719 0.082 -0.422
N 0.313 -1.033 -0.033 -0.142
H -2.272 -1.053 -0.313 0.204
H -2.586 0.967 -0.539 0.255
H -2.308 0.128 1.147 0.205
H 0.223 2.236 0.147 0.267
H 2.877 1.093 0.097 0.283
H 2.237 -1.658 0.074 0.347
H -0.168 -1.934 -0.452 0.312
```

---

9.
ORCA calculation (ωB97M-V/def2-TZVPD) on an isolated molecule of C5H7N.

Computed properties:
2S+1 ... 1
F_max ... 0.4 eV/A
LUMO ... 0.19 eV
Total energy ... -249.30865 Eh
Kohn-Sham gap ... 8.7 eV
Energy relative to the best compared isomer or geometry (same formula, charge and spin) ... 432.1 kJ/mol

Geometry as XYZ:
```
13
Properties=species:S:1:pos:R:3:mulliken_charge:R:1
C -1.307 -0.186 0.056 -0.552
C -0.587 -1.090 -0.913 -0.614
C 0.833 -0.928 -0.536 -0.480
C 1.043 0.288 0.354 -0.068
N 0.515 1.554 -0.142 -0.577
C -0.315 0.745 0.742 -0.151
H -1.878 -0.803 0.767 0.392
H -2.074 0.342 -0.527 0.320
H 0.745 -1.859 0.083 0.284
H 1.604 -1.155 -1.283 0.404
H 1.914 0.374 0.999 0.378
H 0.212 1.486 -1.112 0.280
H -0.544 1.191 1.707 0.384
```

---

10.
ORCA calculation (ωB97M-V/def2-TZVPD) on an isolated molecule of C5H7N in a non-equilibrium geometry.

Computed properties:
2S+1 ... 1
F_max ... 2.4 eV/A
LUMO (spin up / spin down) ... 0.34 / 0.91 eV
Total energy ... -249.29738 Eh
Kohn-Sham gap (spin up / spin down) ... 7.4 / 8.4 eV
Energy relative to the best compared isomer or geometry (same formula, charge and spin) ... 461.7 kJ/mol

Geometry as XYZ:
```
13
Properties=species:S:1:pos:R:3:mulliken_charge:R:1
C -1.264 0.748 -0.005 -0.304
C -1.017 -0.730 0.182 -0.723
C -0.015 0.957 -0.813 -0.397
N 0.931 -0.063 -0.829 -0.391
C 1.552 -0.261 0.493 -0.369
C 0.356 -1.098 -0.034 0.032
H -1.322 1.377 0.923 0.212
H -2.191 0.989 -0.555 0.258
H -1.777 -1.446 0.465 0.454
H 0.315 1.923 -1.182 0.388
H 1.328 0.483 1.255 0.230
H 2.550 -0.700 0.501 0.252
H 0.620 -2.117 -0.308 0.358
```